1.
This record from the Open Molecules 2025 dataset describes one molecule with the formula C7H8N2 in a non-equilibrium geometry. The level of theory is wB97M-V/def2-TZVPD.

Cartesian coordinates (Å):
C -2.1806 -0.3163 -0.2972
C -1.4280 -1.3730 0.2011
C -0.0366 -0.9075 0.5101
N 0.9938 -1.6014 -0.2517
C 2.0577 -0.9567 -0.3331
N 2.2224 0.4587 0.1719
C 1.0478 1.2353 0.0963
C -0.1431 0.6278 0.0954
C -1.5521 1.0991 -0.1501
H -3.1868 -0.5234 -0.5536
H -1.7670 -2.3747 0.2698
H 0.1776 -0.8087 1.6855
H 3.0299 -1.3161 -0.8934
H 3.0315 1.0085 -0.0192
H 1.2351 2.2618 -0.0878
H -1.8990 1.7502 0.6551
H -1.6026 1.7366 -1.0991

Values from the calculation:
Energy above the lowest of the compared OMol25 structures with the same formula, charge and spin = 37.1 kcal per mole
HOMO-LUMO gap = 9.1 eV
Strongest force on any atom = 4.45 eV Å⁻¹
SMILES = C1=C[C@H]2N=CNC=C2C1
Highest occupied orbital energy = -8.1 eV



2.
This record from the Open Molecules 2025 dataset describes C7H24Be2O9 as an isolated structure in a non-equilibrium geometry. The level of theory is wB97M-V/def2-TZVPD.

Cartesian coordinates (Å):
Be -0.6154 0.6080 -3.6561
Be -2.6513 -1.3195 0.7501
C -0.5423 0.2737 -0.6013
O 0.1651 1.0930 -1.2450
O -0.4507 0.0539 0.5942
O -1.3287 -0.3898 -1.2809
C -4.6898 -3.2067 -1.7312
O -3.5426 -2.4891 -1.3748
H -4.7868 -3.2514 -2.8160
H -4.7311 -4.2539 -1.4316
H -5.6526 -2.8027 -1.4184
H -2.8849 -2.7763 -2.0124
C 1.2646 2.6374 2.3553
O 0.1973 1.6549 2.6015
H 2.1558 2.1194 2.0007
H 1.0232 3.2780 1.5071
H 1.4812 3.1466 3.2944
H 0.1260 1.0317 1.8747
C 3.5857 1.0239 -0.5318
O 2.6007 2.0408 -0.3928
H 4.0744 1.3688 -1.4430
H 4.3879 0.9611 0.2035
H 3.1679 0.0217 -0.6275
H 1.7356 1.6897 -0.6163
C -0.5974 4.5622 -1.1116
O -1.2466 3.4175 -0.5487
H 0.3832 4.7071 -0.6583
H -0.4764 4.5152 -2.1938
H -1.2066 5.4422 -0.9049
H -0.6941 2.6455 -0.6908
C 2.2135 -1.0537 2.6452
O 1.9423 -1.4014 1.3010
H 3.2003 -1.4235 2.9238
H 2.1808 0.0288 2.7688
H 1.4417 -1.3619 3.3504
H 1.2197 -0.8616 0.9723
C -0.2488 -3.5570 -0.6156
O -1.2187 -3.3696 0.4125
H -0.6440 -3.0313 -1.4848
H 0.7091 -3.0875 -0.3918
H -0.0150 -4.6042 -0.8072
H -1.0323 -4.0794 1.0313

Values from the calculation:
Energy above the lowest of the compared OMol25 structures with the same formula, charge and spin = 50.5 kcal per mole
HOMO-LUMO gap = 2.7 eV
Strongest force on any atom = 5.84 eV Å⁻¹
Total charge = +2
Highest occupied orbital energy = -14.7 eV



3.
This record from the Open Molecules 2025 dataset describes a 2-piece molecular cluster, C3H5P3 overall in a non-equilibrium geometry. The level of theory is wB97M-V/def2-TZVPD.

Cartesian coordinates (Å):
C 0.4934 -1.6516 -0.1356
C 1.2453 -0.2995 -0.0969
P 2.0062 0.6710 1.0254
P 1.7943 1.0763 -1.1123
H -0.4363 -1.3505 -0.6567
H 0.2815 -1.9118 0.8984
H 1.2035 -2.2264 -0.6999
H 0.4375 1.7866 -1.2414
C -2.2244 1.3327 0.8767
P -2.2504 0.6801 -0.5270
H -2.5506 1.8931 1.6692

Values from the calculation:
Energy above the lowest of the compared OMol25 structures with the same formula, charge and spin = 64.4 kcal per mole
HOMO-LUMO gap = 8.3 eV
Strongest force on any atom = 3.54 eV Å⁻¹
SMILES = CC1=P#[PH]1.C#P
Highest occupied orbital energy = -8.3 eV



| no. | E (a.u.) |
| --- | --- |
| 1 | -380.96450 |
| 2 | -986.69014 |
| 3 | -1141.21194 |